*1*
The following is a quantum chemistry calculation of a cluster of 13 separate species, H26O13 in total, from OMol25.

Results
Total charge: +1
Frontier orbital gap (alpha / beta) in eV: 9.964 / 2.613
M in g/mol: 234.20
Spin multiplicity: 2
<S²>: 0.758

CARTESIAN COORDINATES (ANGSTROEM)
O  -3.9556  -1.3835  0.4242
H  -3.1586  -1.1778  -0.0996
H  -3.6908  -1.0016  1.3092
O  -0.4128  -1.5357  0.1420
H  -0.8314  -0.8221  -0.4008
H  -0.8325  -1.4343  1.0336
O  1.8234  0.5509  -0.6767
H  2.1615  -0.1874  -1.0708
H  2.5815  1.1815  -0.6993
O  1.1632  -1.2175  3.9505
H  1.1841  -0.4673  3.3407
H  0.6121  -1.7054  3.4515
O  -1.3154  -1.5116  -2.3834
H  -1.4236  -1.1529  -3.1191
H  -1.3833  -2.3712  -2.1569
O  2.2834  -2.9959  -1.1066
H  1.7660  -2.6123  -2.0819
H  1.6925  -3.0349  -0.4871
O  -1.2124  3.1173  -1.5405
H  -1.0233  3.9773  -2.0475
H  -0.2620  2.7302  -1.4746
O  -1.5679  -0.4066  3.2802
H  -1.0119  -0.2550  4.0557
H  -1.9931  0.4278  3.2075
O  -1.0680  3.0630  3.2361
H  -1.1210  3.2881  2.1991
H  -0.0158  2.9098  3.4615
O  -1.7380  0.9101  -3.3805
H  -1.5391  0.8476  -2.4488
H  -1.9721  1.8249  -3.3646
O  3.0138  -1.1227  1.7962
H  2.3901  -0.4324  2.0261
H  2.6202  -1.8937  1.5505
O  1.0374  2.9639  -0.1008
H  0.4005  2.8934  0.6084
H  1.6787  2.2006  0.0912
O  1.9543  -0.7726  -3.5521
H  2.1718  0.0221  -3.9640
H  0.9550  -1.0277  -3.6285

*2*
The following is a quantum chemistry calculation of a cluster of 13 separate species, H26O13 in total, from OMol25.

Results
Total charge: +1
Frontier orbital gap (alpha / beta) in eV: 10.213 / 2.721
M in g/mol: 234.20
Spin multiplicity: 2
<S²>: 0.757

CARTESIAN COORDINATES (ANGSTROEM)
O  0.5429  0.2938  -0.0637
H  -0.3734  0.5368  0.0693
H  0.9972  0.6416  0.7037
O  -2.3803  -2.2601  0.9681
H  -1.6818  -2.6490  0.4417
H  -2.0967  -1.3576  1.1141
O  0.1418  -1.4945  3.0830
H  0.1669  -0.5455  3.2058
H  0.4883  -1.8516  3.9007
O  -2.4074  0.7568  1.2911
H  -3.0072  0.4130  0.6291
H  -2.7515  0.4268  2.1212
O  4.3704  -0.4925  0.4790
H  3.6856  0.1011  0.7874
H  4.5667  -1.0458  1.2351
O  -2.5767  3.1087  -0.1181
H  -3.2974  3.6269  0.2400
H  -2.5026  2.3597  0.4734
O  -0.8369  -1.4602  -2.6941
H  0.0443  -1.5327  -2.3276
H  -0.7467  -1.7629  -3.5977
O  1.3596  -2.3493  -1.6415
H  1.6862  -3.2326  -1.8125
H  1.4312  -2.2464  -0.6925
O  -0.6131  1.5526  -3.4480
H  -0.7441  0.8940  -2.7658
H  -1.4391  1.5649  -3.9315
O  2.7109  1.4464  1.1662
H  2.8930  1.9634  0.3815
H  2.9921  2.0040  1.8916
O  2.8170  0.0453  -2.1144
H  2.8772  -0.9025  -2.2343
H  2.3452  0.1532  -1.2885
O  -3.3160  -0.1635  -1.4754
H  -3.9091  -0.3117  -2.2120
H  -2.4788  -0.5266  -1.7646
O  0.4734  1.0779  3.2277
H  0.1778  1.3602  4.0932
H  0.3910  1.8582  2.6795

Relative energy table, unit eV: *1* 5.302; *2* 0.000

*1*
The following is a quantum chemistry calculation of the molecule CH2Cl2NO3P, from OMol25.

Results
Frontier orbital gap in eV: 10.680
M in g/mol: 177.91
SMILES: O=[N+]([O-])CP(=O)(Cl)Cl

CARTESIAN COORDINATES (ANGSTROEM)
C  0.1808  0.2492  0.2267
N  1.4018  0.9821  0.4474
O  1.2283  2.1528  0.7958
O  2.3838  0.3619  0.1471
O  -0.4013  0.7808  2.8714
P  -1.0184  0.8302  1.5500
Cl  -1.8368  2.6197  1.1857
Cl  -2.5793  -0.5618  1.6038
H  -0.1221  0.7853  -0.7384
H  0.3315  -0.7525  0.2786

*2*
The following is a quantum chemistry calculation of the molecule CH2Cl2NO3P, from OMol25.

Results
Frontier orbital gap in eV: 11.318
M in g/mol: 177.91
SMILES: O=[N+]([O-])CP(=O)(Cl)Cl

CARTESIAN COORDINATES (ANGSTROEM)
C  -0.1298  -0.7097  -0.3868
N  0.3740  0.3675  -1.5062
O  0.1752  1.4981  -1.2085
O  0.7427  -0.0367  -2.6016
O  1.3282  0.8733  1.2933
P  0.0223  0.2532  1.1867
Cl  -1.6025  1.4137  1.6618
Cl  -0.1429  -1.1978  2.6446
H  -1.1867  -0.8421  -0.7919
H  0.4195  -1.6195  -0.2914

Relative energy table, unit eV: *1* 0.171; *2* 0.000

*1*
The following is a quantum chemistry calculation of a cluster of 2 separate species, CH4N2O in total, from OMol25.

Results
Frontier orbital gap in eV: 8.822
M in g/mol: 60.06

CARTESIAN COORDINATES (ANGSTROEM)
C  -0.9090  0.0444  0.0130
N  -0.4824  -1.1800  0.1128
N  1.2562  0.7327  0.0509
O  -1.7197  0.8869  0.1193
H  0.4986  -1.1196  -0.1648
H  -0.9874  -2.0894  -0.0362
H  1.0853  1.4515  0.8117
H  1.2582  1.2735  -0.9066

*2*
The following is a quantum chemistry calculation of the molecule CH4N2O, from OMol25.

Results
Frontier orbital gap in eV: 8.653
M in g/mol: 60.06
SMILES: C=NNO

CARTESIAN COORDINATES (ANGSTROEM)
N  0.6474  0.9074  0.5016
C  -1.1133  -0.3416  0.1436
O  1.2352  -0.5179  -0.2351
N  -0.5985  0.8550  0.1235
H  1.5382  -1.0032  -1.0225
H  1.0933  1.7373  0.1058
H  -2.0598  -0.4702  -0.3590
H  -0.7425  -1.1667  0.7422

Relative energy table, unit eV: *1* 0.000; *2* 3.041

*1*
The following is a quantum chemistry calculation of the molecule CH4N2O, from OMol25.

Results
Frontier orbital gap in eV: 10.803
M in g/mol: 60.06
SMILES: [H]/N=C/ON

CARTESIAN COORDINATES (ANGSTROEM)
C  0.8456  -0.2113  -0.0386
N  1.9928  0.2666  0.0817
N  -1.5853  0.0397  0.0936
O  -0.3456  0.7549  0.0705
H  0.3301  -1.1224  -0.1376
H  2.7649  -0.4899  0.0127
H  -1.8511  0.1159  -0.8414
H  -2.1514  0.6465  0.7593

*2*
The following is a quantum chemistry calculation of the molecule CH4N2O, from OMol25.

Results
Frontier orbital gap (alpha / beta) in eV: 8.473 / 8.320
M in g/mol: 60.06

CARTESIAN COORDINATES (ANGSTROEM)
C  -0.4469  -0.5033  -0.0680
N  0.7360  0.1676  0.0047
N  2.0379  -0.1415  -0.0455
O  -1.6969  0.2152  -0.0388
H  -0.7174  -1.4582  0.4374
H  0.4780  1.2380  -0.0758
H  2.5264  0.6916  -0.3562
H  -2.2432  -0.5771  -0.1943

*3*
The following is a quantum chemistry calculation of a cluster of 2 separate species, CH4N2O in total, from OMol25.

Results
Frontier orbital gap (alpha / beta) in eV: 11.002 / 9.178
M in g/mol: 60.06

CARTESIAN COORDINATES (ANGSTROEM)
C  -1.0755  -0.2063  0.6397
N  -0.2043  0.8607  0.7521
N  1.9395  0.1316  -0.6136
O  -1.1014  0.8781  -0.2435
H  -0.7716  -1.1814  0.2496
H  -1.9509  -0.3353  1.4566
H  1.7794  -0.7995  -0.8995
H  1.3850  0.6521  -1.3414

Relative energy table, unit eV: *1* 0.000; *2* 1.028; *3* 3.390